Entry 1:
Density functional theory data (ωB97M-V/def2-TZVPD) for ClH10O5 as an isolated structure.

Properties
Frontier orbital gap in eV: 9.446
LUMO in eV: 4.0

```
! RIJCOSX wB97M-V def2-TZVPD def2/J DEFGRID3
* xyz -1 1
Cl 0.0429 0.0022 0.3398
O 2.1326 0.5716 -0.4320
H 1.2801 0.7752 -0.0475
H 2.5171 -0.0716 0.1635
O -1.3905 1.7802 -0.3855
H -0.7891 1.1555 0.0197
H -1.7105 1.3321 -1.1685
O -0.2728 0.9354 2.5586
H 0.1326 1.7884 2.4026
H -0.1745 0.4677 1.7293
O -0.0925 -2.4602 0.1639
H -0.5364 -2.9271 -0.5441
H -0.1117 -1.5418 -0.1053
O -0.3494 -0.9833 -1.6516
H -0.4624 -0.2442 -2.2492
H -0.2155 -0.5801 -0.7939
*
```

These are the natural (NBO) partial charges, in e, on atoms 1 to 5: atom 1 (Cl): -0.25, atom 2 (O): -0.97, atom 3 (H): 0.40, atom 4 (H): 0.45, atom 5 (O): -0.97

Entry 2:
Density functional theory data (ωB97M-V/def2-TZVPD) for C37H37BrF6N7O6PSY as an isolated structure.

Properties
Frontier orbital gap (spin up / spin down) in eV: 6.199 / 4.119
⟨S²⟩: 0.783
LUMO (spin up / spin down) in eV: -5.9 / -8.0

```
! RIJCOSX wB97M-V def2-TZVPD def2/J DEFGRID3
* xyz 2 2
Y 0.4726 -0.0528 0.1700
O -1.9178 -3.7222 1.7745
C -1.3276 -2.5671 1.5652
O -0.6755 -2.2964 0.5764
C -1.5325 -1.5686 2.6590
C -2.3122 -1.7901 3.7848
C -2.4451 -0.7499 4.6920
C -1.8004 0.4533 4.4400
C -1.0367 0.5686 3.2869
N -0.9076 -0.4262 2.4196
C -0.2894 1.7958 2.8393
O -0.1726 2.8350 3.6447
O 0.2183 1.8226 1.7446
H -1.7533 -4.3255 1.0307
H -2.8012 -2.7414 3.9371
H -3.0485 -0.8688 5.5813
H -1.9163 1.2745 5.1355
H -0.6241 2.7281 4.4918
Br -5.9654 0.7407 -4.3161
C -4.6580 0.5421 -3.0211
C -4.9864 0.7705 -1.6646
C -4.0161 0.6541 -0.7218
C -2.6498 0.3261 -1.0707
O -1.7789 0.3212 -0.1740
C -2.3610 0.0281 -2.4617
C -1.0666 -0.4517 -2.9257
N -0.0073 -0.5907 -2.2225
C 1.1478 -1.0871 -2.8906
C 1.4433 -0.8441 -4.2069
C 2.5815 -1.4155 -4.8051
C 3.4059 -2.2307 -4.0843
C 3.1508 -2.4647 -2.7136
C 3.9544 -3.3024 -1.9072
C 3.6489 -3.4620 -0.5868
C 2.5713 -2.7382 -0.0485
N 1.7928 -1.9570 -0.7634
C 2.0418 -1.8533 -2.1006
C -3.3642 0.1518 -3.3948
H -5.9979 1.0411 -1.3956
H -4.2304 0.8303 0.3237
H -1.0474 -0.7461 -3.9758
H 0.8250 -0.1747 -4.7906
H 2.7953 -1.2050 -5.8435
H 4.2685 -2.6927 -4.5466
H 4.8027 -3.8109 -2.3487
H 4.2359 -4.0978 0.0598
H 2.3589 -2.7885 1.0123
H -3.1559 -0.0567 -4.4366
F 2.6266 0.6854 -0.6074
P 2.4350 2.2760 -1.2387
F 2.0746 3.6982 -1.7978
F 2.3353 1.6062 -2.6765
F 0.7545 1.9105 -1.0526
F 2.4036 2.7780 0.2694
F 3.9962 2.4280 -1.3345
C -2.8667 3.9068 0.6400
N -1.6604 3.6161 -0.1369
C -0.6787 4.6837 0.1439
N -1.2041 6.0070 -0.1789
C -2.4191 6.2327 0.6024
N -3.4453 5.2123 0.3333
C -3.7465 5.2475 -1.1026
N -2.5604 5.0064 -1.9288
C -2.0071 3.7077 -1.5610
C -1.5568 6.0297 -1.5987
H -2.6159 3.8785 1.7055
H -3.6187 3.1383 0.4336
H 0.2191 4.5023 -0.4437
H -0.4158 4.6489 1.2035
H -2.8271 7.2142 0.3580
H -2.1711 6.2123 1.6656
H -4.1623 6.2243 -1.3517
H -4.4968 4.4835 -1.3261
H -1.1077 3.5195 -2.1518
H -2.7558 2.9412 -1.7950
H -1.9564 7.0120 -1.8533
H -0.6596 5.8494 -2.1930
C 7.8580 -3.4649 0.7599
C 6.7080 -2.5719 1.1267
C 5.8425 -2.9060 2.1704
C 4.7944 -2.0738 2.5226
C 4.6075 -0.8888 1.8206
C 5.4490 -0.5405 0.7677
C 6.4931 -1.3839 0.4296
S 3.3183 0.2676 2.1492
C 3.3652 0.3532 3.9265
O 1.9710 -0.4328 1.8817
H 7.8710 -4.3721 1.3602
H 8.8047 -2.9442 0.9089
H 7.8094 -3.7473 -0.2926
H 6.0020 -3.8247 2.7208
H 4.1376 -2.3530 3.3368
H 5.2846 0.3838 0.2260
H 7.1582 -1.1145 -0.3816
H 4.3594 0.6812 4.2260
H 3.1175 -0.6151 4.3556
H 2.6343 1.1051 4.2204
*
```

These are the Mulliken partial charges, in e, on atoms 1 to 5: atom 1 (Y): 0.73, atom 2 (O): -0.47, atom 3 (C): 0.28, atom 4 (O): -0.40, atom 5 (C): 0.28

ΔE to the lowest compared entry with this formula, charge and spin across the listed records, respectively: 217.53, 11.32 kcal/mol.
Total energy across the listed records, respectively: -22916.616, -169199.156 eV.